113
Properties=species:S:1:pos:R:3 method="wB97M-V/def2-TZVPD" total_charge=-1 homo_lumo_gap_ev=7.0
Cd 1.00838 0.50470 0.79674
O 1.27421 -3.99642 6.36879
C 2.08908 -3.07207 6.21286
O 3.03153 -2.66630 6.91091
C 1.89227 -2.27028 4.87681
C 2.73465 -1.22977 4.53501
C 2.57123 -0.58196 3.32025
N 1.62187 -0.93132 2.43334
C 0.79447 -1.93616 2.77196
C 0.91581 -2.62875 3.96782
C -0.25549 -2.35769 1.82095
C -1.44015 -2.93176 2.28987
C -2.31141 -3.49327 1.38227
C -1.98538 -3.46291 0.03235
C -0.83326 -2.79644 -0.34452
N 0.01262 -2.24920 0.52256
C 3.50083 0.51690 2.97534
C 3.81944 1.48429 3.92932
C 4.75360 2.45044 3.60879
C 5.35951 2.40442 2.35989
C 4.96444 1.41647 1.47651
N 4.04788 0.49404 1.75998
H 3.53133 -0.97002 5.21900
H 0.27985 -3.46778 4.21200
H -1.66120 -2.90643 3.34623
H -3.22703 -3.96628 1.71337
H -2.63524 -3.93408 -0.69159
H -0.54835 -2.72310 -1.38988
H 3.30954 1.48002 4.88225
H 5.00346 3.23476 4.31139
H 6.11412 3.12582 2.07844
H 5.40041 1.36298 0.48439
C -4.44005 5.58496 5.61675
C -3.65350 4.48678 4.95381
C -2.48989 4.76521 4.24312
C -1.75340 3.74551 3.66254
C -2.18741 2.43691 3.78601
C -3.34249 2.13651 4.48876
C -4.07191 3.16182 5.06664
S -1.15622 1.11193 3.17578
O -1.89354 -0.11748 3.35052
O 0.08687 1.27890 3.88297
N -0.82156 1.38110 1.62276
C -1.77654 1.49181 0.64605
C -3.14408 1.77016 0.86697
C -3.96970 1.97286 -0.21394
C -3.45260 1.88783 -1.50441
C -2.11462 1.57729 -1.63030
N -1.29634 1.36371 -0.60331
H -3.88847 6.52381 5.60706
H -4.65090 5.32539 6.65498
H -5.39612 5.74133 5.11345
H -2.14295 5.78770 4.15782
H -0.83323 3.95758 3.13109
H -3.64277 1.10097 4.58596
H -4.96964 2.93467 5.62965
H -3.51597 1.83537 1.87648
H -5.01545 2.21189 -0.06394
H -4.06968 2.04822 -2.37743
H -1.66003 1.50281 -2.61692
Cl 2.18726 -8.32886 -2.47169
C 1.54922 -6.80924 -2.98855
C 0.36199 -6.34139 -2.45440
C -0.13959 -5.13787 -2.91043
C 0.49815 -4.36531 -3.87914
C -0.26429 -3.14244 -4.36597
C 0.52664 -1.84067 -4.56318
N 1.14015 -1.37031 -3.33415
C 2.45749 -1.54096 -2.98557
C 2.60369 -0.98549 -1.75007
N 1.40815 -0.44831 -1.34946
C 0.55310 -0.68674 -2.32028
O -0.87406 -3.50333 -5.60200
C -2.29482 -3.50875 -5.59239
C -2.92573 -2.14708 -5.55070
C -3.40675 -1.53559 -4.43258
Cl -3.39306 -2.13856 -2.81981
S -4.10443 0.00614 -4.76350
C -3.74348 -0.16140 -6.43236
C -3.11957 -1.33119 -6.70297
C 1.68156 -4.88181 -4.41228
Cl 2.54866 -4.13167 -5.71176
C 2.21222 -6.08248 -3.95922
H -0.16266 -6.91326 -1.70191
H -1.07705 -4.77311 -2.51045
H -1.04123 -2.94365 -3.62231
H -0.14870 -1.08681 -4.96008
H 1.30294 -1.99558 -5.29957
H 3.15812 -2.04218 -3.63059
H 3.47726 -0.94424 -1.12030
H -0.48904 -0.41021 -2.30629
H -2.66633 -4.10806 -4.75364
H -2.57328 -4.00020 -6.52452
H -4.00721 0.63100 -7.11278
H -2.77611 -1.62209 -7.68527
H 3.13524 -6.45064 -4.38381
N 1.98768 6.24349 3.25824
C 2.13202 5.52133 2.36666
C 2.32791 4.65089 1.27430
C 3.20842 4.98115 0.19743
C 3.40272 4.09880 -0.79385
C 2.59686 2.84294 -0.86796
N 1.95169 2.45536 0.35492
C 1.78431 3.37530 1.28678
H 3.74685 5.92032 0.22878
H 4.09513 4.29007 -1.60387
H 3.18948 2.00747 -1.25377
H 1.22118 3.05527 2.16057
N 0.08464 2.35770 -6.24832
C 0.60049 2.78492 -5.30381
N 1.21693 3.36276 -4.31496
C 1.42882 3.11137 -3.11438
N 1.55959 3.10489 -1.94511

98
Properties=species:S:1:pos:R:3 method="wB97M-V/def2-TZVPD" multiplicity=5 total_charge=+3 s2=6.077 homo_lumo_gap_ev="6.0 / 3.1"
Ru 1.86861 0.70031 -0.12949
C 0.54206 4.42407 1.80783
C 0.75150 3.43496 0.84009
N 1.50439 2.37270 1.06239
C 2.10775 2.23260 2.27108
C 1.90474 3.15408 3.32837
C 1.10774 4.28525 3.05225
C 2.50560 2.88934 4.58051
C 3.26214 1.75624 4.75675
C 3.50253 0.86713 3.70675
C 2.99277 1.11967 2.43773
N 3.20331 0.41560 1.27976
C 4.35618 -0.22145 0.93127
C 5.53949 -0.34998 1.66537
C 6.68060 -0.90304 1.08703
C 6.69460 -1.32265 -0.22378
C 5.53208 -1.20676 -1.01726
C 5.48168 -1.52479 -2.39113
C 4.32976 -1.27677 -3.10018
C 3.22039 -0.73353 -2.44443
N 3.23026 -0.45114 -1.15164
C 4.36035 -0.66641 -0.43263
H -0.06623 5.28175 1.56666
H 0.27300 3.51884 -0.12939
H 0.95324 5.02468 3.82556
H 2.36369 3.58261 5.39541
H 3.70412 1.55553 5.71992
H 4.05967 -0.03269 3.90213
H 5.60965 0.02452 2.67175
H 7.57625 -0.96810 1.68552
H 7.59776 -1.70797 -0.66824
H 6.35495 -1.93792 -2.87405
H 4.27367 -1.48237 -4.15771
H 2.30248 -0.52582 -2.98358
C -2.48540 -0.41015 -7.62387
C -1.77346 0.15632 -6.45654
C -1.54273 1.53129 -6.33449
C -1.04023 2.05977 -5.16041
C -0.76816 1.20380 -4.09767
C -0.86569 -0.17510 -4.23991
C -1.36388 -0.69049 -5.41828
S -0.50074 1.94306 -2.46267
O 0.56280 1.08936 -1.79808
C -2.10958 1.38363 -1.80145
C -3.20011 1.67749 -2.62942
C -4.47397 1.28345 -2.29525
C -4.70209 0.49832 -1.14758
C -5.98849 0.02628 -0.80303
C -6.16345 -0.79616 0.28795
C -5.06693 -1.16322 1.07134
C -3.80960 -0.67322 0.78921
C -3.59784 0.18565 -0.30799
C -2.30236 0.73551 -0.59046
C -1.39047 0.74004 0.57632
C -1.78427 1.58946 1.65994
C -2.82084 2.54181 1.52675
C -3.23517 3.28793 2.59737
C -2.62053 3.13724 3.84804
C -1.59301 2.24295 4.00939
C -1.16257 1.43770 2.93387
C -0.17419 0.43931 3.10469
C 0.22653 -0.34154 2.05704
C -0.37191 -0.17662 0.78127
S 0.01585 -1.36503 -0.56121
O -1.16355 -1.33107 -1.42127
C -0.01245 -2.88079 0.39864
C -1.15551 -3.64720 0.55744
C -1.08852 -4.76773 1.36598
C 0.10638 -5.13395 1.99414
C 0.16693 -6.29941 2.91120
C 1.25611 -4.37264 1.75732
C 1.20222 -3.25460 0.95087
H -2.49127 0.26427 -8.47363
H -3.52581 -0.60108 -7.34473
H -2.06599 -1.36993 -7.91577
H -1.78340 2.18747 -7.15675
H -0.89855 3.12515 -5.05789
H -0.62773 -0.82826 -3.41542
H -1.47897 -1.75961 -5.52360
H -3.04546 2.24824 -3.53307
H -5.30259 1.53538 -2.94089
H -6.83598 0.30809 -1.41047
H -7.14191 -1.17063 0.54151
H -5.20071 -1.83550 1.90565
H -2.97391 -0.97515 1.40474
H -3.29364 2.68255 0.56770
H -4.03720 4.00050 2.47746
H -2.96539 3.73022 4.67951
H -1.11980 2.13163 4.97412
H 0.22463 0.26518 4.09212
H 0.92960 -1.14993 2.22050
H -2.07107 -3.36421 0.06092
H -1.97260 -5.36983 1.51740
H -0.41538 -7.13703 2.53434
H -0.26878 -6.01826 3.87216
H 1.19233 -6.61327 3.08832
H 2.19446 -4.66702 2.19984
H 2.08519 -2.65897 0.73612

109
Properties=species:S:1:pos:R:3 method="wB97M-V/def2-TZVPD" smiles="O=C1c2ccc(CC[C@](F)(Br)C(F)(F)Br)cc2C(=O)c2c(CCCCO)cccc21.O=C1C=CC(=O)C=C1.O=C1C=CC(=O)C=C1.O=C1C=CC(=O)C=C1.O=C1C=CC(=O)C=C1.O=C1C=CC(=O)C=C1" homo_lumo_gap_ev=7.4
O -0.33857 -5.91481 -1.50562
C -0.03900 -4.76032 -1.31145
C 1.37623 -4.30058 -1.18651
C 2.36370 -5.03434 -0.55478
C 3.62417 -4.48173 -0.42987
C 3.94585 -3.22883 -0.92652
C 5.32435 -2.64732 -0.71056
C 5.66713 -1.46892 -1.61680
C 5.45082 -0.07554 -1.01209
F 6.63424 0.36885 -0.47754
Br 4.09175 0.02978 0.36550
C 5.05388 0.98884 -2.07613
F 3.77870 0.83186 -2.46496
F 5.18298 2.22306 -1.54424
Br 6.19490 0.93619 -3.64694
C 2.95784 -2.52266 -1.59965
C 1.69589 -3.05812 -1.70683
C 0.59921 -2.28594 -2.35443
O 0.76819 -1.62492 -3.35171
C -0.70893 -2.40460 -1.64060
C -1.53242 -1.30446 -1.43944
C -1.12548 0.07868 -1.87275
C 0.09376 0.56170 -1.02907
C -0.09357 1.94312 -0.37812
C 0.11915 1.87927 1.12992
O 1.39431 1.33289 1.48884
C -2.70779 -1.51094 -0.73124
C -3.04784 -2.76608 -0.26299
C -2.22853 -3.85686 -0.46774
C -1.03961 -3.66164 -1.14186
H 2.12116 -6.01009 -0.15928
H 4.38771 -5.04147 0.09879
H 6.04112 -3.44122 -0.90022
H 5.42118 -2.39026 0.34372
H 6.72930 -1.52271 -1.83945
H 5.16387 -1.53565 -2.57754
H 3.11265 -1.54455 -2.02815
H -0.88402 0.06731 -2.92992
H -1.96121 0.75771 -1.72224
H 0.99333 0.55104 -1.64102
H 0.26646 -0.17722 -0.24599
H 0.64213 2.63425 -0.78743
H -1.10189 2.31591 -0.54790
H -0.66365 1.28859 1.60276
H 0.09463 2.89367 1.53061
H 1.26128 0.43847 1.81312
H -3.33559 -0.65943 -0.51951
H -3.96453 -2.87952 0.30199
H -2.47757 -4.83809 -0.09185
O -1.91301 1.50926 3.77962
C -1.94405 2.55157 4.39894
C -0.75201 3.43233 4.48109
C -0.78704 4.57506 5.16139
C -2.01783 5.01684 5.86481
O -2.05029 6.05807 6.48335
C -3.20889 4.13305 5.78315
C -3.17471 2.99023 5.10360
H 0.13500 3.08850 3.96344
H 0.06905 5.23321 5.23716
H -4.09424 4.47435 6.30417
H -4.03100 2.33134 5.02811
O 4.82362 6.10659 -6.43034
C 4.04721 5.61523 -5.63960
C 2.57932 5.70311 -5.84871
C 1.72490 5.16752 -4.98127
C 2.20385 4.45836 -3.76786
O 1.42468 3.96949 -2.97798
C 3.67078 4.37010 -3.55974
C 4.52572 4.90485 -4.42757
H 2.25424 6.22427 -6.74010
H 0.65162 5.21928 -5.11294
H 3.99626 3.85075 -2.67045
H 5.59906 4.85032 -4.29642
O 10.07362 -7.94627 -4.37737
C 9.57592 -6.97325 -3.85646
C 8.13599 -6.65436 -4.03478
C 7.59118 -5.58400 -3.46318
C 8.39968 -4.66724 -2.62330
O 7.89894 -3.69192 -2.10040
C 9.83692 -4.98299 -2.44273
C 10.38276 -6.05278 -3.01440
H 7.56675 -7.33836 -4.65100
H 6.54441 -5.33096 -3.57902
H 10.40449 -4.29801 -1.82588
H 11.42893 -6.30500 -2.89800
O -8.98194 0.90514 1.89663
C -7.96806 0.97799 1.23502
C -7.98205 1.57625 -0.12420
C -6.87261 1.65841 -0.85309
C -5.57595 1.15508 -0.33627
O -4.56114 1.23806 -0.99652
C -5.56223 0.55519 1.02053
C -6.67038 0.47436 1.75177
H -8.93919 1.93663 -0.47915
H -6.85731 2.09071 -1.84543
H -4.60407 0.20002 1.38044
H -6.68151 0.05080 2.74617
O -11.83833 1.17643 7.54911
C -10.83101 1.24931 6.87992
C -10.84561 1.84451 5.52096
C -9.73867 1.92252 4.78697
C -8.44079 1.41970 5.30143
O -7.42581 1.49302 4.63909
C -8.42398 0.82296 6.66035
C -9.53122 0.74448 7.39258
H -11.80327 2.20441 5.16760
H -9.72866 2.34626 3.79276
H -7.46629 0.46181 7.01342
H -9.54342 0.31508 8.38624

112
Properties=species:S:1:pos:R:3 method="wB97M-V/def2-TZVPD" total_charge=-1 homo_lumo_gap_ev=1.3
O -0.65268 4.20546 1.77436
C -0.18780 3.03623 2.28494
O 0.37620 3.06257 3.64344
C -0.25925 1.72927 1.29745
C 0.88303 1.94799 0.13147
C 2.33502 1.23517 0.54910
N 2.20844 -0.22843 0.17862
O 2.25412 -0.92230 1.33095
H 0.30743 3.99937 4.04068
H -1.30604 1.74032 0.76156
H -0.05203 0.69993 1.81734
H 0.47485 1.44469 -0.84303
H 1.11565 3.09766 -0.01326
H 2.57834 1.43513 1.67732
H 3.14309 1.78164 -0.11321
H 3.13753 -0.67070 1.77368
C 4.91682 4.66635 -4.27441
C 4.20904 4.39103 -3.17460
C 4.19207 3.03373 -2.59436
O 3.54294 2.78037 -1.58890
C 4.98836 1.99348 -3.27524
C 5.69613 2.26880 -4.37505
C 5.71311 3.62609 -4.95529
O 6.36223 3.87945 -5.96075
H 4.93955 5.65633 -4.71335
H 3.62048 5.14326 -2.66318
H 4.96562 1.00350 -2.83630
H 6.28469 1.51657 -4.88648
C -1.87811 6.13440 5.92782
C -2.36925 7.30357 6.34989
C -1.54363 8.24299 7.13415
O -1.99296 9.31244 7.52258
C -0.15456 7.84128 7.43235
C 0.33657 6.67211 7.01028
C -0.48905 5.73269 6.22602
O -0.03972 4.66323 5.83760
H -2.47041 5.43359 5.35224
H -3.38585 7.61300 6.13871
H 0.43774 8.54209 8.00794
H 1.35317 6.36267 7.22147
C 0.77083 -3.69222 -4.21576
C 1.66740 -2.71047 -4.07924
C 1.84376 -2.00747 -2.79319
O 2.66274 -1.10743 -2.66789
C 0.99260 -2.43226 -1.66409
C 0.09603 -3.41402 -1.80061
C -0.08033 -4.11701 -3.08665
O -0.89931 -5.01706 -3.21196
H 0.62831 -4.21759 -5.15220
H 2.29971 -2.38782 -4.89771
H 1.13512 -1.90689 -0.72764
H -0.53628 -3.73667 -0.98213
C -4.66647 9.08430 2.12686
C -4.81531 10.19335 1.39599
C -3.95886 11.37565 1.61479
O -4.09570 12.39188 0.94765
C -2.93110 11.28436 2.67081
C -2.78226 10.17531 3.40168
C -3.63871 8.99301 3.18288
O -3.50186 7.97678 3.85002
H -5.28673 8.20857 1.97977
H -5.56402 10.27570 0.61723
H -2.31084 12.16009 2.81790
H -2.03355 10.09296 4.18044
C -0.70516 -7.05766 -0.44834
C 0.00578 -8.11136 -0.03530
C -0.14819 -8.65182 1.32977
O 0.50356 -9.61498 1.70932
C -1.11884 -7.98416 2.21964
C -1.82978 -6.93046 1.80659
C -1.67581 -6.39000 0.44153
O -2.32756 -5.42684 0.06197
H -0.60382 -6.64829 -1.44604
H 0.72118 -8.61253 -0.67627
H -1.22018 -8.39353 3.21734
H -2.54518 -6.42929 2.44757
C 6.11121 5.04862 -9.69650
C 6.25344 5.81280 -8.60924
C 6.12731 7.28174 -8.68349
O 6.25932 7.98210 -7.68922
C 5.83648 7.87302 -10.00470
C 5.69425 7.10884 -11.09196
C 5.82038 5.63990 -11.01771
O 5.68838 4.93954 -12.01198
H 6.20134 3.96984 -9.65957
H 6.46619 5.39418 -7.63286
H 5.74635 8.95180 -10.04163
H 5.48150 7.52746 -12.06834
C -3.23252 -13.09254 -1.62737
C -3.72365 -11.92336 -1.20530
C -2.89804 -10.98395 -0.42104
O -3.34737 -9.91449 -0.03261
C -1.50897 -11.38565 -0.12283
C -1.01783 -12.55483 -0.54490
C -1.84345 -13.49424 -1.32916
O -1.39412 -14.56370 -1.71759
H -3.82482 -13.79335 -2.20295
H -4.74025 -11.61393 -1.41648
H -0.91667 -10.68484 0.45275
H -0.00123 -12.86426 -0.33372
C -5.10904 -5.10372 5.28534
C -5.81681 -5.37904 6.38515
C -5.83379 -6.73634 6.96539
O -6.48291 -6.98970 7.97086
C -5.03750 -7.77659 6.28451
C -4.32973 -7.50127 5.18470
C -4.31275 -6.14398 4.60447
O -3.66363 -5.89062 3.59900
H -5.08630 -4.11374 4.84640
H -6.40538 -4.62681 6.89658
H -5.06024 -8.76658 6.72345
H -3.74116 -8.25351 4.67328

The records above yield E values of -146464.2940; -87333.1556; -229406.2053; -94950.7154 eV, respectively.